Computed, not measured: a molecular structure, C33H47N6OPPdS2, with ωB97M-V/def2-TZVPD.

Geometry as XYZ:
```
91
Properties=species:S:1:pos:R:3:forces:R:3
C 2.175 4.043 1.968 0.00 0.03 0.00
H -1.726 1.815 1.494 -0.01 0.01 -0.01
H 1.406 5.185 -2.898 0.00 -0.01 0.00
H -0.027 3.045 -0.395 -0.06 0.00 0.03
C 1.574 2.681 -4.049 0.00 0.00 0.00
C -3.583 0.207 -0.581 0.07 0.00 0.07
H 0.082 -0.628 -1.061 0.05 0.01 0.04
H -4.676 2.206 1.061 0.00 0.02 0.00
H 1.077 -3.721 1.101 0.00 0.00 0.00
C 3.772 -0.350 -0.985 -0.02 0.00 0.01
H -1.290 3.727 -2.420 0.00 0.00 0.01
H -4.723 1.936 -1.333 0.00 -0.02 0.00
C 2.518 2.964 2.787 0.00 -0.03 0.00
C 2.757 5.282 2.183 0.00 -0.01 0.00
H 4.131 6.446 3.363 0.00 0.00 0.00
C 2.502 0.870 3.543 0.03 -0.17 0.00
H -3.562 -1.453 3.156 -0.02 0.00 0.01
Pd 0.454 -1.034 1.682 0.09 -0.20 0.11
N -2.546 0.188 0.437 -0.02 0.04 -0.03
C -3.693 2.273 0.586 -0.02 -0.01 0.02
C 1.989 -1.355 0.381 0.02 0.02 0.00
H 2.414 4.128 -1.889 0.00 0.00 0.00
H -0.083 -1.780 -3.601 0.00 -0.01 0.00
H -5.385 -3.067 3.451 0.00 0.00 0.00
C 2.474 -2.626 -0.082 -0.02 0.00 0.04
C 3.684 5.471 3.208 0.00 0.01 -0.01
C -1.189 -3.313 -2.458 0.04 -0.01 0.02
C 4.196 -1.565 -1.460 -0.01 -0.01 0.01
N 2.008 1.699 2.662 0.01 0.03 0.04
H 4.278 0.558 -1.307 0.00 -0.01 -0.01
H -3.391 3.323 0.612 0.02 -0.01 -0.01
H -0.736 -3.744 -0.410 0.00 0.01 0.05
H -2.959 2.066 -1.449 0.01 0.03 -0.02
C 1.389 4.346 -2.197 0.01 0.00 0.01
C 4.040 4.409 4.032 0.00 -0.03 0.01
C 1.882 -3.830 0.382 -0.01 0.00 -0.02
H -3.271 -0.358 -1.454 -0.01 0.00 -0.03
H 0.839 4.675 -1.311 -0.01 0.00 0.00
H -1.836 -4.231 1.470 0.01 0.02 0.02
H -0.772 -4.282 -2.747 -0.01 0.00 -0.01
H 0.797 -2.505 -2.251 0.02 0.01 0.01
H 2.488 6.115 1.543 0.00 0.01 0.00
H 1.457 3.881 1.174 0.00 -0.02 0.00
P -1.676 -1.193 0.977 -0.15 0.01 0.05
H 2.578 2.379 -3.738 0.00 0.01 0.00
C -4.756 -3.171 2.563 0.00 -0.01 0.04
H -2.081 -3.120 -3.065 -0.01 0.01 0.01
C 2.692 -0.252 -0.085 0.01 0.02 -0.07
H 1.686 1.656 -1.739 -0.02 -0.02 -0.01
H -1.139 2.535 -3.714 0.01 0.00 0.00
C -2.391 -3.558 2.125 -0.02 -0.06 0.02
H 1.669 3.501 -4.764 0.00 0.00 0.00
H -5.398 -3.429 1.718 -0.01 0.00 0.00
H -2.485 -3.739 -0.726 0.01 -0.01 -0.03
C -3.972 -1.903 2.240 0.04 -0.02 -0.08
C 0.748 3.105 -2.837 0.00 -0.02 -0.01
H -3.895 -5.162 2.232 -0.01 0.01 -0.02
S 3.692 1.660 4.645 0.02 0.01 0.03
C -3.645 -4.226 2.735 0.02 0.02 0.00
H -4.530 -0.239 -0.225 -0.01 -0.01 -0.02
H 4.778 -4.093 -2.159 0.00 0.00 0.00
H -3.479 -4.455 3.790 0.00 -0.03 0.00
C -0.187 -2.165 -2.584 0.00 -0.02 -0.02
O -1.433 -0.695 2.477 0.02 0.02 -0.01
H -0.685 4.231 -4.006 -0.01 0.00 0.01
H -3.076 1.067 2.307 0.00 -0.01 -0.01
H 4.762 4.550 4.827 0.00 0.00 0.00
H 5.021 -1.645 -2.161 0.00 0.00 0.00
N -2.908 -2.410 1.376 0.08 -0.03 0.08
H 1.105 1.827 -4.538 0.00 0.00 0.00
C -2.700 1.348 1.320 0.01 0.00 0.01
C -0.730 -1.115 -1.609 -0.02 0.08 -0.03
C -3.782 1.699 -0.829 0.02 -0.02 -0.01
S 2.189 -0.785 3.737 -0.11 0.24 -0.13
N -1.630 -1.823 -0.707 -0.08 0.11 -0.13
H -1.712 -3.229 2.923 0.00 0.02 0.00
N 0.734 1.947 -1.944 -0.02 0.00 0.03
C 2.295 -5.059 -0.051 -0.01 -0.01 0.00
H 2.394 0.734 0.263 -0.01 -0.01 0.00
C 3.350 -5.159 -0.988 0.01 0.01 0.00
C 3.961 -4.026 -1.446 -0.01 -0.01 0.01
C -0.680 3.421 -3.272 -0.01 0.00 -0.02
H 1.816 -5.959 0.319 0.00 0.00 0.00
C -1.542 -3.246 -0.974 0.04 -0.02 -0.02
C 3.553 -2.738 -1.005 0.04 0.01 -0.02
H -0.811 1.581 -0.687 0.01 0.00 -0.04
H 3.675 -6.133 -1.337 0.00 0.00 0.00
C 3.462 3.166 3.820 0.00 0.03 -0.01
H -1.268 -0.317 -2.149 -0.02 -0.01 -0.01
N 0.064 2.090 -0.713 0.09 -0.04 0.03
H -4.569 -1.151 1.721 -0.01 0.01 0.02
```
Positions in Å, forces in eV/Å.

## Properties
**Electronic energy**: -80413.0616 eV
**ΔE to the lowest compared entry with this formula, charge and spin**: 0.0 kcal/mol
**HOMO energy**: -0.73 eV
**Net charge**: -2
**Orbital gap**: 5.00 eV